[1]
Entry from the Open Molecules 2025 dataset: C3H5N2O2P as an isolated structure in a non-equilibrium geometry (ωB97M-V/def2-TZVPD).

The geometry in XYZ format:
```
13
Properties=species:S:1:pos:R:3:forces:R:3
C 0.027469 0.221234 0.239277 1.4 -3.3 3.8
C -1.543374 0.228708 0.349442 -1.7 -0.8 -0.7
C -0.761321 1.487252 0.327152 -1.4 -0.3 1.1
N -0.811129 2.111986 1.580381 4.6 1.4 -2.6
N 0.719060 -0.434262 -0.818805 2.2 1.8 0.1
O -2.172408 1.578490 3.910052 1.2 -0.4 1.2
O -2.218516 0.062804 1.591547 2.3 -0.9 -1.4
P -1.781372 1.367301 2.520472 -6.3 0.2 2.6
H 0.460738 -0.168826 1.278870 -1.1 1.2 -2.0
H -2.125771 -0.285822 -0.449570 0.9 0.8 0.3
H -0.748263 2.116531 -0.487942 0.1 1.3 -2.0
H 1.299544 0.269963 -1.381317 -1.3 -1.3 0.7
H 1.443638 -0.967387 -0.285167 -0.7 0.2 -1.2
```
Forces are in eV/Å.

As for the multiplicity: 3. The calculation puts the LUMO energy (spin up / spin down) at 0.211 / -3.615 eV.

=====

[2]
Entry from the Open Molecules 2025 dataset: an isolated ion of composition C3H5N2O2S and charge -1 in a non-equilibrium geometry (ωB97M-V/def2-TZVPD).

The geometry in XYZ format:
```
13
Properties=species:S:1:pos:R:3:forces:R:3
C 0.880921 0.337782 0.591647 -2.2 0.1 1.1
C 0.188710 1.328987 -0.349128 -1.3 2.0 -1.4
C -0.183916 -1.573280 -0.089155 -1.3 -1.4 -1.0
N -2.000912 -0.238241 0.595763 -1.0 -1.9 0.6
N 0.961458 -0.995947 -0.065675 -0.7 0.9 0.6
O 2.104275 -1.296573 -0.555491 1.3 -0.5 -0.7
O -3.023373 -0.881451 0.433103 1.7 1.8 -0.3
S -1.669124 1.215055 -0.599245 0.2 -0.1 0.3
H 1.786093 0.862813 0.740220 1.7 -0.5 0.3
H 0.373532 0.151848 1.623366 0.6 0.8 -2.0
H 0.443780 2.475418 -0.172628 -0.5 -2.4 0.2
H 0.427065 1.177027 -1.434775 0.8 -0.2 1.2
H -0.288505 -2.563432 -0.718000 0.7 1.6 1.0
```
Forces are in eV/Å.

As for the multiplicity: 1. For the energy above the lowest of the compared OMol25 structures with the same formula, charge and spin, the calculation gives 165.91 kcal per mole. As for the net charge: -1. The calculation puts the LUMO energy at 3.591 eV.

=====

[3]
Entry from the Open Molecules 2025 dataset: an isolated ion of composition C3H5N2O2S and charge +1 in a non-equilibrium geometry (ωB97M-V/def2-TZVPD).

The geometry in XYZ format:
```
13
Properties=species:S:1:pos:R:3:forces:R:3
O 2.805885 0.966717 -0.334440 -0.1 0.6 0.3
N 2.103567 0.006790 -0.151685 1.3 -0.4 -0.9
O 2.416054 -1.155037 -0.167228 0.5 -1.0 0.3
C 0.731387 0.231399 -0.046571 -6.2 -5.5 1.0
N -0.258234 -1.183247 0.128374 3.6 8.4 -0.8
C -1.639490 -0.860563 0.082368 -2.1 -0.1 -2.4
S -1.863261 0.978354 0.261967 0.5 -1.1 -0.3
C -0.054096 1.398134 0.067683 -2.3 2.7 -1.1
H 0.204163 -2.020198 -0.068994 0.8 -1.9 -0.3
H -2.219143 -1.171064 -0.955564 1.8 0.4 2.4
H -2.160508 -1.375939 0.889779 0.0 0.1 0.1
H -0.033171 1.887746 1.042126 1.3 0.2 0.2
H -0.033151 2.296908 -0.747817 0.7 -2.4 1.6
```
Forces are in eV/Å.

As for the multiplicity: 1. As for the SMILES: O=[N+]([O-])C1=[NH+]CSC1. For the energy above the lowest of the compared OMol25 structures with the same formula, charge and spin, the calculation gives 143.52 kcal per mole. As for the net charge: +1. The calculation puts the LUMO energy (spin up / spin down) at -8.374 / -8.059 eV.

=====

[4]
Entry from the Open Molecules 2025 dataset: one molecule with the formula C3H5N2OP in a non-equilibrium geometry (ωB97M-V/def2-TZVPD).

The geometry in XYZ format:
```
12
Properties=species:S:1:pos:R:3:forces:R:3
C -0.056037 -0.861819 -2.267359 -3.0 0.4 0.8
C 0.140087 -0.430849 -0.897229 1.7 -0.9 4.1
N 0.954131 -1.045984 -0.055295 1.2 -1.3 -1.8
N 0.942699 -0.476617 1.180647 -0.1 -0.2 -0.6
C 0.120489 0.457763 1.172084 -2.5 1.6 -1.7
P -0.576654 1.728115 2.310508 -3.5 -1.5 -1.6
O -0.535218 0.504140 -0.298940 0.5 1.3 2.5
H 0.905157 -1.113562 -2.665377 0.1 -0.4 -0.7
H -0.825172 -1.714443 -2.084010 1.4 1.1 -1.2
H -0.585882 0.035895 -2.680310 0.6 -1.2 -0.6
H 0.510774 2.064435 2.898511 3.4 0.9 1.6
H -0.994375 0.852925 3.386770 0.3 0.3 -0.7
```
Forces are in eV/Å.

As for the multiplicity: 1. As for the SMILES: Cc1nnc(P)o1. For the energy above the lowest of the compared OMol25 structures with the same formula, charge and spin, the calculation gives 69.10 kcal per mole. The calculation puts the LUMO energy at 0.736 eV.

=====

[5]
Entry from the Open Molecules 2025 dataset: an isolated ion of composition C3H5N2S and charge +1 in a non-equilibrium geometry (ωB97M-V/def2-TZVPD).

The geometry in XYZ format:
```
11
Properties=species:S:1:pos:R:3:forces:R:3
C -0.328910 1.269395 -0.876934 -1.0 -3.4 -0.5
C -0.475235 -0.986801 0.503462 -0.6 -1.5 0.8
C 0.715845 -0.089826 0.745052 -2.3 0.2 -2.7
N 0.714279 1.086124 -0.216664 -0.9 -1.6 1.0
N -1.205259 -0.673104 -0.512506 2.9 4.4 0.2
S -1.032147 -2.450802 1.179318 1.1 1.4 -0.3
H -0.600418 1.841571 -1.744479 0.1 0.7 0.0
H 0.842023 0.320157 1.652966 0.0 1.1 3.6
H 1.588896 -0.531317 0.462165 2.4 -2.0 -0.4
H 1.677958 1.410996 -0.221104 -0.2 1.3 -0.7
H -1.897031 -1.196394 -0.971275 -1.6 -0.5 -0.8
```
Forces are in eV/Å.

As for the multiplicity: 1. For the energy above the lowest of the compared OMol25 structures with the same formula, charge and spin, the calculation gives 118.10 kcal per mole. As for the net charge: +1. The calculation puts the LUMO energy (spin up / spin down) at -6.852 / -6.855 eV.

=====

[6]
Entry from the Open Molecules 2025 dataset: a 2-piece molecular cluster, C3H5N3 overall in a non-equilibrium geometry (ωB97M-V/def2-TZVPD).

The geometry in XYZ format:
```
11
Properties=species:S:1:pos:R:3:forces:R:3
N -1.075388 0.139388 -1.840421 0.2 -0.5 -0.7
C -0.295555 -0.360199 -0.943641 -0.7 -0.1 0.3
C -0.776299 -0.817010 0.341180 -1.0 0.0 -1.2
N 0.102308 -0.308635 1.180826 2.2 0.3 1.3
C 1.221514 0.182092 0.420400 -0.2 -1.3 0.7
N 1.066717 -0.038516 -0.836300 0.0 0.7 0.3
H -0.459753 0.602475 -2.518076 -0.3 0.0 0.0
H -0.280330 1.634043 0.457306 0.1 0.8 0.2
H -1.802148 -1.027357 0.627275 0.3 -0.1 -0.2
H 0.161558 -0.493371 2.180078 -0.1 0.3 -0.4
H 2.137376 0.487091 0.931372 -0.4 0.0 -0.2
```
Forces are in eV/Å.

As for the multiplicity: 1. For the energy above the lowest of the compared OMol25 structures with the same formula, charge and spin, the calculation gives 117.54 kcal per mole. The calculation puts the LUMO energy (spin up / spin down) at -0.443 / -0.494 eV.

=====

[7]
Entry from the Open Molecules 2025 dataset: a 2-piece molecular cluster, C3H5N3 overall in a non-equilibrium geometry (ωB97M-V/def2-TZVPD).

The geometry in XYZ format:
```
11
Properties=species:S:1:pos:R:3:forces:R:3
C 0.903411 1.726699 0.085001 0.2 0.6 -0.1
C 0.824144 -0.724452 -0.215256 -0.3 -0.5 -0.3
C 0.782645 0.459732 0.615946 -0.5 -0.6 0.3
N 1.062426 2.783415 -0.354703 0.0 0.3 -0.2
N -1.870832 -0.634023 -0.239281 -0.4 0.4 0.2
N -1.959900 0.396102 0.298557 0.0 -0.4 -0.1
H 1.260188 -0.541281 -1.191890 0.2 0.0 -0.1
H 1.279944 -1.579443 0.275649 0.2 0.0 0.0
H -0.264369 -1.037028 -0.413931 1.2 0.0 0.1
H 0.650130 0.369254 1.682399 0.0 0.1 0.1
H -2.667785 -1.218976 -0.542491 -0.5 0.2 0.0
```
Forces are in eV/Å.

As for the multiplicity: 1. For the energy above the lowest of the compared OMol25 structures with the same formula, charge and spin, the calculation gives 96.09 kcal per mole. The calculation puts the LUMO energy (spin up / spin down) at -0.191 / -0.526 eV.

=====

[8]
Entry from the Open Molecules 2025 dataset: one molecule with the formula C3H5N3 in a non-equilibrium geometry (ωB97M-V/def2-TZVPD).

The geometry in XYZ format:
```
11
Properties=species:S:1:pos:R:3:forces:R:3
H -2.446988 1.075147 0.032772 0.5 0.1 -0.5
N -1.551193 1.574961 -0.064617 0.9 -0.4 0.6
C -0.569428 0.762644 0.023166 0.2 -0.3 0.1
C -0.654844 -0.760881 0.054146 -0.6 -0.3 -0.1
N 0.641807 -1.345633 -0.188737 0.0 0.1 0.0
C 1.526382 -0.487574 -0.040467 -1.3 -0.3 0.8
N 0.773497 1.084556 0.333491 1.9 -2.6 0.0
H -0.988668 -1.077942 1.045223 -0.2 -0.1 -0.1
H -1.353501 -1.104606 -0.701601 -0.2 -0.2 0.1
H 2.600218 -0.736089 -0.262479 -0.8 1.1 0.7
H 1.567877 1.067971 -0.288106 -0.3 3.0 -1.5
```
Forces are in eV/Å.

As for the multiplicity: 1. As for the SMILES: [H]/N=C1\CN=CN1. For the energy above the lowest of the compared OMol25 structures with the same formula, charge and spin, the calculation gives 81.62 kcal per mole. The calculation puts the LUMO energy at 0.852 eV.

=====

[9]
Entry from the Open Molecules 2025 dataset: one molecule with the formula C3H5N3 in a non-equilibrium geometry (ωB97M-V/def2-TZVPD).

The geometry in XYZ format:
```
11
Properties=species:S:1:pos:R:3:forces:R:3
H 0.289268 0.943178 -2.330201 -1.3 0.2 -2.0
N 0.795024 0.784069 -1.516302 1.4 1.7 -0.1
C 0.157762 0.291994 -0.583802 -0.9 -3.0 -0.5
N -1.073362 -0.517750 -0.609868 -3.4 5.0 -0.9
C 0.961571 -0.166450 0.531355 0.5 -1.6 3.3
C 0.042573 -0.116150 1.692228 1.2 -1.2 -0.4
N -0.747661 -0.238768 2.502369 -0.8 0.3 1.1
H -1.815867 0.153710 -1.126492 2.1 -2.2 0.0
H -1.618429 -0.294717 0.260208 1.2 -1.1 0.0
H 1.799402 0.460556 0.891748 0.0 -0.5 -1.2
H 1.209719 -1.299673 0.288759 -0.2 2.4 0.8
```
Forces are in eV/Å.

As for the multiplicity: 1. As for the SMILES: [H]/N=C(\N)CC#N. For the energy above the lowest of the compared OMol25 structures with the same formula, charge and spin, the calculation gives 45.93 kcal per mole. The calculation puts the LUMO energy at 0.562 eV.

=====

[10]
Entry from the Open Molecules 2025 dataset: one molecule with the formula C3H5N3 (ωB97M-V/def2-TZVPD).

The geometry in XYZ format:
```
11
Properties=species:S:1:pos:R:3:forces:R:3
C -1.668457 -0.076881 0.084504 -0.1 0.0 0.0
N -0.228094 -0.185584 -0.052748 0.0 0.0 0.0
C 0.726957 0.774035 -0.042471 0.0 -0.2 0.0
C 1.903348 0.067182 -0.063864 0.0 0.1 0.0
N 1.610093 -1.259122 -0.091381 0.0 0.1 0.0
N 0.323053 -1.402498 -0.081234 0.1 0.1 0.0
H -2.119539 -0.927570 -0.430177 0.1 0.2 0.1
H -1.951265 -0.103521 1.141216 0.0 0.0 -0.2
H -2.019099 0.853660 -0.365787 0.1 -0.1 0.0
H 0.502206 1.831173 -0.034007 0.0 -0.2 0.0
H 2.920793 0.429130 -0.064051 -0.1 -0.1 0.0
```
Forces are in eV/Å.

As for the multiplicity: 1. As for the SMILES: Cn1ccnn1. For the energy above the lowest of the compared OMol25 structures with the same formula, charge and spin, the calculation gives 27.75 kcal per mole. The calculation puts the LUMO energy at 0.859 eV.